{
  "formula": "C23H33N3O4S",
  "method": "ωB97M-V/def2-TZVPD",
  "energy_ev": -47882.4896,
  "de_lowest_kj_mol": 154.5,
  "gap_ev": 8.3169,
  "e_homo_ev": -7.84,
  "symbols": ["C", "C", "O", "C", "O", "C", "C", "S", "O", "O", "N", "C", "C", "C", "C", "C", "N", "C", "C", "C", "C", "C", "C", "C", "C", "C", "C", "N", "C", "C", "C", "H", "H", "H", "H", "H", "H", "H", "H", "H", "H", "H", "H", "H", "H", "H", "H", "H", "H", "H", "H", "H", "H", "H", "H", "H", "H", "H", "H", "H", "H", "H", "H", "H"],
  "positions_angstrom": [[-4.198099, -3.936375, -0.706130], [-4.419241, -3.104248, 0.549979], [-3.776802, -1.837565, 0.439120], [-4.498957, -0.811310, -0.013025], [-5.652514, -0.906089, -0.372979], [-3.719388, 0.424596, -0.023788], [-2.429782, 0.643600, 0.543899], [-1.480562, -0.502397, 1.500134], [-2.271860, -1.064289, 2.550983], [-0.247689, 0.136554, 1.881192], [-1.105559, -1.757993, 0.433286], [0.105113, -1.644171, -0.249420], [0.340916, -0.496433, -0.998907], [1.566284, -0.304196, -1.604877], [2.584333, -1.242786, -1.477137], [3.977074, -0.942795, -1.977094], [4.837131, -0.211236, -1.064195], [4.556825, 1.192323, -0.851952], [3.575302, 1.498871, 0.287662], [4.040440, 0.845925, 1.588470], [3.030782, 1.086908, 2.706914], [4.237160, -0.648744, 1.337400], [5.205665, -0.873841, 0.168637], [2.307863, -2.425345, -0.801913], [1.084386, -2.629345, -0.191399], [-2.087599, 1.950377, 0.289438], [-0.869472, 2.721910, 0.638864], [-3.112368, 2.523357, -0.416561], [-3.109951, 3.891605, -0.856284], [-4.110209, 1.618513, -0.608106], [-5.363898, 1.935028, -1.337475], [-3.134584, -4.026146, -0.914865], [-4.622082, -4.927336, -0.569828], [-4.681950, -3.459953, -1.555475], [-5.489773, -2.947262, 0.719064], [-3.970727, -3.576750, 1.426869], [-1.274076, -2.649975, 0.872337], [-0.438620, 0.243854, -1.078010], [1.741658, 0.595658, -2.177901], [3.919570, -0.353872, -2.897903], [4.491400, -1.881802, -2.207766], [4.194955, 1.620258, -1.789921], [5.517383, 1.670124, -0.615370], [2.581654, 1.120213, 0.047736], [3.506545, 2.581956, 0.414026], [5.006047, 1.282317, 1.876218], [3.360485, 0.608833, 3.626834], [2.920080, 2.152983, 2.895894], [2.055882, 0.682591, 2.439147], [3.268429, -1.098946, 1.118739], [4.641512, -1.129815, 2.230623], [5.317431, -1.941667, -0.030935], [6.190306, -0.480629, 0.455290], [3.070992, -3.186962, -0.725237], [0.894092, -3.541319, 0.356908], [-0.201544, 2.086656, 1.211825], [-1.125938, 3.597812, 1.234240], [-0.354272, 3.061852, -0.260293], [-3.082154, 4.567147, 0.001097], [-4.007354, 4.093078, -1.434409], [-2.235466, 4.087630, -1.479226], [-5.990386, 1.048266, -1.341465], [-5.907038, 2.741931, -0.846025], [-5.157777, 2.228853, -2.366945]],
  "atomic_forces_ev_per_a": [[-0.006, 0.353, 0.259], [-0.383, -0.382, -0.090], [-0.223, 0.099, -0.142], [-0.400, 0.006, -0.189], [0.044, -0.109, 0.020], [-0.137, 0.356, -0.162], [0.293, -0.255, 0.250], [0.247, 0.007, 0.245], [-0.131, -0.128, -0.208], [-0.230, 0.000, -0.275], [-0.349, 0.547, 0.623], [0.732, 0.134, -0.461], [0.118, -0.106, -0.110], [-0.036, -0.212, -0.015], [-0.025, -0.109, -0.116], [0.098, 0.017, 0.029], [0.026, -0.023, -0.112], [-0.110, 0.169, 0.007], [0.356, -0.036, 0.017], [-0.323, -0.079, 0.030], [0.260, -0.005, -0.160], [0.263, 0.195, -0.094], [-0.030, -0.109, 0.142], [-0.041, 0.118, -0.212], [-0.249, 0.042, 0.099], [0.448, -0.115, 0.239], [0.041, 0.027, 0.026], [0.142, -0.462, 0.235], [0.088, 0.418, -0.073], [-0.238, -0.769, 0.110], [-0.025, -0.019, -0.020], [0.090, -0.066, -0.050], [-0.031, -0.123, -0.007], [-0.031, 0.000, -0.078], [0.224, -0.061, 0.067], [-0.060, 0.072, -0.051], [-0.165, -0.035, 0.143], [-0.065, 0.098, -0.102], [0.036, 0.119, -0.037], [-0.006, -0.092, -0.008], [-0.080, 0.032, -0.073], [0.068, 0.036, -0.035], [-0.071, 0.116, -0.025], [-0.040, 0.072, 0.051], [-0.055, 0.074, 0.010], [0.022, -0.005, -0.033], [-0.012, -0.039, 0.157], [-0.056, 0.135, 0.071], [-0.066, -0.043, -0.006], [-0.036, -0.025, 0.077], [-0.025, -0.052, 0.072], [0.086, -0.023, -0.008], [0.005, -0.108, 0.079], [0.096, -0.076, 0.011], [-0.005, -0.085, 0.100], [0.036, 0.165, -0.049], [0.031, 0.098, 0.040], [0.065, 0.063, -0.062], [-0.027, -0.003, -0.063], [0.035, -0.020, 0.021], [-0.071, 0.015, 0.004], [-0.017, 0.063, -0.027], [-0.069, 0.074, -0.013], [-0.025, 0.058, -0.066]]
}